# 1
# C40H40AsCl2N4O7PSTi

A structure of composition C40H40AsCl2N4O7PSTi (ωB97M-V/def2-TZVPD, the OMol25 dataset).

```
97
Properties=species:S:1:pos:R:3
Ti -0.904 -0.827 0.079
C -0.301 5.452 -2.742
C 1.093 4.898 -2.657
C 2.171 5.542 -3.253
C 3.455 5.025 -3.178
C 3.685 3.849 -2.480
C 2.630 3.199 -1.860
C 1.342 3.713 -1.961
N 0.245 3.059 -1.333
C 0.237 1.709 -1.086
N 0.610 0.936 -2.128
C 1.196 -0.345 -2.013
C 0.837 -1.220 -0.986
C 1.597 -2.397 -0.905
C 2.589 -2.704 -1.814
C 2.846 -1.844 -2.874
C 2.158 -0.653 -2.993
C 2.405 0.260 -4.164
N -0.161 1.193 0.045
C -0.292 2.128 1.130
C 0.860 2.654 1.703
C 0.780 3.608 2.705
C -0.463 4.043 3.135
C -1.609 3.511 2.565
C -1.553 2.546 1.562
C -2.815 1.970 0.991
H -0.337 6.304 -3.417
H -0.659 5.789 -1.765
H -1.002 4.693 -3.093
H 1.993 6.463 -3.795
H 4.275 5.542 -3.659
H 4.684 3.441 -2.405
H 2.807 2.289 -1.298
H -0.252 3.607 -0.644
H 0.791 1.437 -2.982
H 1.426 -3.089 -0.100
H 3.149 -3.624 -1.710
H 3.595 -2.097 -3.616
H 3.176 -0.158 -4.808
H 2.736 1.257 -3.860
H 1.498 0.366 -4.767
H 1.827 2.322 1.348
H 1.686 4.007 3.141
H -0.541 4.789 3.915
H -2.582 3.847 2.904
H -3.677 2.564 1.297
H -2.970 0.952 1.360
H -2.790 1.918 -0.098
Cl -0.874 0.860 4.624
C -0.742 -0.822 4.249
C -0.707 -1.760 5.302
C -0.562 -3.087 5.039
Cl -0.502 -4.220 6.356
C -0.460 -3.562 3.707
C -0.315 -4.910 3.318
C -0.246 -5.212 1.989
C -0.326 -4.178 1.038
N -0.433 -2.914 1.366
C -0.503 -2.607 2.680
C -0.626 -1.222 2.940
O -0.566 -0.406 1.904
H -0.787 -1.409 6.321
H -0.269 -5.684 4.072
H -0.150 -6.234 1.651
H -0.320 -4.401 -0.021
O -3.126 0.812 -3.577
As -2.475 -0.643 -2.818
O -1.411 -1.286 -3.859
O -1.899 -0.038 -1.326
C -4.129 -1.522 -2.360
C -5.225 -1.287 -3.179
C -6.457 -1.856 -2.889
C -6.604 -2.663 -1.774
C -5.516 -2.907 -0.948
C -4.288 -2.333 -1.241
S -2.957 -2.708 -0.133
O -3.261 -3.977 0.454
O -1.721 -2.635 -0.960
O -2.823 -1.582 0.829
H -2.610 0.950 -4.381
H -5.112 -0.643 -4.041
H -7.301 -1.666 -3.538
H -7.562 -3.111 -1.546
H -5.602 -3.550 -0.084
C 2.967 -1.161 4.040
P 2.908 -1.873 2.345
C 4.585 -2.624 2.256
C 3.194 -0.337 1.378
H 3.881 -0.589 4.218
H 2.895 -1.959 4.780
H 2.105 -0.504 4.176
H 5.368 -1.927 2.563
H 4.779 -2.942 1.230
H 4.625 -3.507 2.894
H 4.015 0.260 1.786
H 2.269 0.239 1.397
H 3.404 -0.591 0.339
```

- strongest force on any atom (Eh/bohr) = 0.01313
- LUMO (hartree) = -0.0093
- calculated total energy (eV) = -191551.0344
- Kohn-Sham gap (Ha) = 0.28299
- ΔE to the lowest compared entry with this formula, charge and spin (kJ/mol) = 14.47

---

# 2
# C25H20BF2IN5O5ReS2

A structure of composition C25H20BF2IN5O5ReS2 (ωB97M-V/def2-TZVPD, the OMol25 dataset).

```
62
Properties=species:S:1:pos:R:3
Re 0.324 -0.151 -0.042
C -4.146 1.031 0.851
C -3.331 0.643 2.044
N -3.924 0.487 3.194
C -3.191 0.157 4.286
C -1.840 -0.015 4.267
C -1.102 -0.357 5.535
O -0.170 0.649 5.919
C -1.160 0.126 3.021
C 0.265 0.118 2.988
N 1.004 0.008 1.920
C 2.389 0.337 2.092
C 3.251 -0.436 2.850
C 4.577 -0.046 2.986
C 5.035 1.106 2.368
C 4.176 1.886 1.601
C 2.860 1.489 1.468
I 1.477 2.546 0.300
C -1.912 0.453 1.881
O -1.429 0.644 0.688
H -5.199 1.026 1.118
H -3.974 0.353 0.014
H -3.868 2.030 0.505
H -3.749 0.035 5.206
H -0.514 -1.269 5.414
H -1.827 -0.546 6.331
H -0.659 1.429 6.201
H 0.780 0.292 3.929
H 2.881 -1.336 3.325
H 5.254 -0.650 3.574
H 6.069 1.404 2.474
H 4.537 2.780 1.113
O -4.061 -1.958 -3.294
S -2.790 -1.686 -3.882
O -2.158 -2.655 -4.712
N -1.737 -1.258 -2.594
C -1.363 0.051 -2.616
O -0.697 0.634 -1.753
C -1.872 0.731 -3.818
C -1.620 2.035 -4.206
C -2.206 2.485 -5.381
C -3.016 1.651 -6.146
C -3.266 0.338 -5.761
C -2.681 -0.085 -4.587
H -0.983 2.671 -3.607
H -2.032 3.500 -5.712
H -3.456 2.029 -7.058
H -3.890 -0.316 -6.354
F 3.058 0.468 -1.589
B 1.886 -0.192 -1.617
F 1.483 -0.570 -2.857
S 2.086 -1.834 -0.323
C 0.660 -2.683 -0.941
N 0.585 -3.875 -1.524
C -0.683 -4.372 -1.864
C -1.760 -3.601 -1.787
C -1.649 -2.153 -1.398
N -0.388 -1.905 -0.759
H 1.419 -4.426 -1.650
H -0.712 -5.408 -2.164
H -2.733 -4.005 -2.023
H -2.458 -1.865 -0.723
```

- spin multiplicity = 2
- strongest force on any atom (Eh/bohr) = 0.03381
- net charge = +1
- LUMO (alpha / beta) (hartree) = -0.1154 / -0.1359
- calculated total energy (eV) = -81948.1414
- Kohn-Sham gap (alpha / beta) (Ha) = 0.26820 / 0.24962
- ΔE to the lowest compared entry with this formula, charge and spin (kJ/mol) = 0.00

---

# 3
# C34H46CsO6P2

A structure of composition C34H46CsO6P2 (ωB97M-V/def2-TZVPD, the OMol25 dataset).

```
89
Properties=species:S:1:pos:R:3
Cs 0.058 0.462 0.122
C -0.833 -3.100 1.212
C -0.274 -2.479 2.321
C 1.087 -2.203 2.349
C 1.887 -2.549 1.267
C 1.328 -3.166 0.156
C -0.033 -3.442 0.129
H -1.897 -3.304 1.186
H -0.899 -2.189 3.156
H 1.517 -1.671 3.187
H 2.939 -2.294 1.275
H 1.950 -3.413 -0.695
H -0.471 -3.914 -0.742
C -0.567 5.258 -2.065
C -0.889 4.720 -0.685
C 0.233 4.962 0.299
O -1.110 3.271 -0.763
P -2.344 2.508 -1.350
O -2.560 1.220 -0.671
C -2.065 2.280 -3.133
P -0.894 0.917 -3.453
O 0.226 1.018 -2.521
O -0.561 0.991 -5.008
C 0.351 2.032 -5.469
C -0.262 2.635 -6.715
C 1.712 1.412 -5.697
O -1.674 -0.452 -3.349
C -2.480 -1.157 -4.319
C -1.592 -1.914 -5.291
C -3.487 -0.257 -5.016
O -3.584 3.513 -1.363
C -4.266 3.782 -0.102
C -4.816 5.189 -0.208
C -5.350 2.746 0.117
H -0.267 6.303 -1.979
H -1.425 5.210 -2.741
H 0.285 4.707 -2.472
H -1.823 5.146 -0.311
H 1.198 4.742 -0.160
H 0.148 4.316 1.173
H 0.219 6.011 0.603
H -1.639 3.197 -3.546
H -3.018 2.097 -3.630
H 0.426 2.791 -4.684
H -0.357 1.877 -7.495
H 0.371 3.440 -7.090
H -1.251 3.043 -6.497
H 1.643 0.624 -6.449
H 2.095 0.997 -4.764
H 2.417 2.172 -6.037
H -3.024 -1.871 -3.701
H -1.058 -1.226 -5.944
H -2.202 -2.581 -5.904
H -0.867 -2.516 -4.743
H -2.986 0.496 -5.626
H -4.138 0.230 -4.289
H -4.113 -0.864 -5.671
H -3.521 3.724 0.696
H -5.504 5.252 -1.053
H -4.015 5.914 -0.353
H -5.359 5.448 0.702
H -6.076 2.795 -0.698
H -5.868 2.950 1.055
H -4.918 1.748 0.156
C 1.266 2.197 2.029
C 2.346 2.614 1.580
C 3.560 3.217 1.095
C 3.645 3.550 -0.281
C 2.740 2.974 -1.222
C 2.740 3.290 -2.566
C 3.623 4.230 -3.096
C 4.501 4.847 -2.197
C 4.520 4.528 -0.853
C 4.589 3.497 2.083
C 4.261 3.501 3.467
C 5.200 3.733 4.453
C 6.541 3.960 4.140
C 6.900 3.918 2.800
C 5.963 3.691 1.802
H 2.018 2.258 -0.856
H 2.026 2.765 -3.195
H 3.627 4.477 -4.152
H 5.182 5.616 -2.549
H 5.182 5.094 -0.214
H 3.230 3.309 3.736
H 4.878 3.736 5.490
H 7.277 4.142 4.914
H 7.940 4.049 2.514
H 6.321 3.611 0.785
```

- strongest force on any atom (Eh/bohr) = 0.02636
- net charge = -1
- LUMO (hartree) = 0.0583
- calculated total energy (eV) = -67418.8108
- Kohn-Sham gap (Ha) = 0.09981
- ΔE to the lowest compared entry with this formula, charge and spin (kJ/mol) = 48.26

---

# 4
# C5H7NO2

An isolated molecule of C5H7NO2 (ωB97M-V/def2-TZVPD, the OMol25 dataset).

```
15
Properties=species:S:1:pos:R:3
C -0.592 -1.703 -0.124
C 0.186 -0.445 0.052
C -0.480 0.883 0.056
N -1.796 0.998 0.361
C 0.460 1.779 -0.123
O 1.644 1.191 -0.247
C 1.486 -0.093 -0.091
O 2.572 -0.895 -0.020
H -0.413 -2.464 0.695
H -1.625 -1.358 -0.099
H -0.340 -2.198 -1.170
H -2.372 0.246 -0.010
H -2.282 1.857 0.335
H 0.340 2.879 -0.310
H 3.211 -0.676 0.693
```

- strongest force on any atom (Eh/bohr) = 0.07937
- LUMO (hartree) = 0.0289
- calculated total energy (eV) = -10881.9709
- Kohn-Sham gap (Ha) = 0.31380
- ΔE to the lowest compared entry with this formula, charge and spin (kJ/mol) = 158.86
- SMILES = Cc1c(N)coc1O

---

# 5
# C48H57BInN12Te

A structure of composition C48H57BInN12Te (ωB97M-V/def2-TZVPD, the OMol25 dataset).

```
120
Properties=species:S:1:pos:R:3
In 0.004 -0.310 -0.348
C -4.500 -1.106 0.868
C -3.192 -1.245 0.409
N -2.316 -0.267 0.552
C -2.736 0.857 1.140
C -4.058 1.000 1.539
N -4.941 0.017 1.409
C -1.682 1.843 1.469
C -1.920 3.130 1.925
C -0.847 3.894 2.378
C 0.415 3.306 2.413
C 0.568 2.015 1.933
N -0.454 1.330 1.422
C 1.805 1.209 2.067
C 2.841 1.539 2.928
N 3.844 0.703 3.171
C 3.813 -0.458 2.538
C 2.813 -0.776 1.620
N 1.811 0.054 1.396
C -1.055 5.278 2.851
C -1.937 6.130 2.193
C -2.102 7.419 2.676
N -1.469 7.891 3.743
C -0.631 7.073 4.369
C -0.386 5.769 3.966
H -5.198 -1.929 0.781
H -2.851 -2.152 -0.072
H -4.408 1.916 1.998
H -2.921 3.535 1.950
H 1.263 3.864 2.784
H 2.857 2.487 3.450
H 4.608 -1.164 2.744
H 2.823 -1.707 1.071
H -2.469 5.815 1.305
H -2.777 8.104 2.176
H -0.128 7.474 5.241
H 0.293 5.149 4.537
C -0.708 -4.788 -3.793
C -1.208 -3.496 -3.245
C -2.287 -2.768 -3.674
C -2.362 -1.636 -2.853
N -1.357 -1.682 -1.953
N -0.654 -2.828 -2.215
B 0.542 -3.332 -1.389
N 1.857 -2.582 -1.620
N 2.076 -1.293 -1.234
C 3.326 -0.983 -1.631
C 3.898 -2.103 -2.246
C 2.950 -3.093 -2.220
C 3.059 -4.477 -2.760
C 4.128 0.310 -1.562
C 3.405 1.543 -1.040
C 4.583 0.642 -2.996
C 5.384 0.069 -0.706
N 0.212 -3.400 0.122
N -0.054 -2.326 0.936
C -0.264 -2.844 2.182
C -0.110 -4.228 2.121
C 0.180 -4.543 0.814
C 0.420 -5.898 0.238
C -0.632 -2.177 3.517
C 0.331 -1.067 3.926
C -2.052 -1.607 3.512
C -0.591 -3.234 4.632
C -3.500 -0.632 -3.103
C -3.483 0.708 -2.354
C -3.501 -0.292 -4.606
C -4.820 -1.358 -2.785
H -1.340 -5.085 -4.628
H 0.313 -4.702 -4.161
H -0.729 -5.584 -3.049
H -2.946 -3.033 -4.481
H 0.738 -4.441 -1.751
H 4.888 -2.184 -2.658
H 4.046 -4.608 -3.199
H 2.932 -5.228 -1.980
H 2.319 -4.674 -3.533
H 2.770 1.978 -1.799
H 2.795 1.347 -0.169
H 4.146 2.296 -0.760
H 3.722 0.705 -3.665
H 5.093 1.607 -2.994
H 5.272 -0.101 -3.394
H 5.145 -0.004 0.353
H 5.905 -0.842 -0.997
H 6.072 0.906 -0.831
H -0.205 -4.934 2.922
H 0.331 -6.639 1.030
H -0.307 -6.138 -0.538
H 1.414 -5.982 -0.199
H 0.218 -0.211 3.273
H 0.094 -0.743 4.941
H 1.369 -1.401 3.912
H -2.125 -0.726 2.886
H -2.779 -2.347 3.173
H -2.323 -1.311 4.526
H 0.397 -3.681 4.736
H -0.839 -2.749 5.576
H -1.319 -4.029 4.472
H -2.966 1.473 -2.926
H -4.513 1.038 -2.200
H -2.994 0.664 -1.391
H -2.526 0.085 -4.918
H -3.756 -1.150 -5.225
H -4.244 0.484 -4.791
H -4.961 -1.499 -1.714
H -5.657 -0.762 -3.152
H -4.864 -2.337 -3.261
Te 0.023 1.189 -2.626
C 0.485 3.103 -1.874
C 1.395 3.919 -2.539
C 1.580 5.236 -2.143
C 0.875 5.749 -1.066
C -0.022 4.937 -0.385
C -0.223 3.627 -0.794
H 1.969 3.527 -3.371
H 2.282 5.862 -2.678
H 1.022 6.775 -0.758
H -0.580 5.331 0.456
H -0.937 3.003 -0.267
```

- strongest force on any atom (Eh/bohr) = 0.01533
- net charge = +1
- LUMO (hartree) = -0.1367
- calculated total energy (eV) = -81724.7039
- Kohn-Sham gap (Ha) = 0.22149
- ΔE to the lowest compared entry with this formula, charge and spin (kJ/mol) = 82.23

---

# 6
# C4H6O2

An isolated molecule of C4H6O2 (ωB97M-V/def2-TZVPD, the OMol25 dataset).

```
12
Properties=species:S:1:pos:R:3
O -1.791 0.683 -0.363
C -0.762 0.180 0.449
C 0.195 -1.049 0.169
C 1.063 -0.235 -0.799
C 0.547 0.818 0.132
O 0.959 -0.707 1.286
H -2.561 0.840 0.196
H -1.027 0.153 1.510
H -0.171 -2.064 0.003
H 2.141 -0.425 -0.698
H 0.757 -0.104 -1.837
H 0.651 1.909 -0.048
```

- strongest force on any atom (Eh/bohr) = 0.02461
- LUMO (hartree) = -0.0025
- calculated total energy (eV) = -8335.2876
- Kohn-Sham gap (Ha) = 0.34243
- ΔE to the lowest compared entry with this formula, charge and spin (kJ/mol) = 499.17

---

Among the records above, which one has the highest ΔE to the lowest compared entry with this formula, charge and spin?
C4H6O2